A structure of composition C27H33MnN7S, computed with the ωB97M-V functional and the def2-TZVPD basis.

Atoms and positions in Å:
Mn1 -16.099 -11.622 0.883
C1 -13.122 -12.201 0.120
N1 -14.009 -12.424 1.264
C2 -13.541 -12.009 2.584
C3 -14.710 -12.071 3.522
N2 -15.975 -12.064 3.047
C4 -16.841 -12.175 4.145
C5 -18.215 -12.183 4.201
C6 -18.716 -12.109 5.491
C7 -17.954 -12.087 6.632
C8 -16.578 -12.086 6.575
C9 -16.014 -12.098 5.302
N3 -14.679 -12.011 4.866
C10 -14.044 -12.349 -1.098
N4 -15.374 -12.209 -0.976
C11 -15.895 -12.450 -2.289
C12 -17.236 -12.520 -2.673
C13 -17.460 -12.757 -3.983
C14 -16.402 -12.979 -4.893
C15 -15.064 -12.971 -4.519
C16 -14.830 -12.675 -3.155
N5 -13.693 -12.665 -2.372
H1 -12.212 -12.790 0.106
H2 -12.732 -11.161 0.207
H3 -14.246 -13.402 1.292
H4 -13.161 -11.015 2.475
H5 -12.713 -12.648 2.953
H6 -18.714 -12.345 3.250
H7 -19.760 -12.097 5.481
H8 -18.477 -11.978 7.546
H9 -15.975 -12.119 7.484
H10 -13.903 -12.075 5.509
H11 -18.046 -12.384 -1.928
H12 -18.480 -12.926 -4.277
H13 -16.789 -13.167 -5.883
H14 -14.272 -13.218 -5.207
H15 -12.786 -12.825 -2.663
C17 -19.668 -10.285 -0.206
C18 -18.236 -9.888 0.039
C19 -17.766 -9.775 1.381
C20 -16.472 -9.295 1.655
C21 -16.090 -9.008 3.081
C22 -15.608 -9.078 0.596
C23 -16.030 -9.183 -0.739
C24 -15.061 -8.886 -1.833
C25 -17.355 -9.636 -0.972
H16 -20.055 -9.639 -0.985
H17 -20.368 -10.230 0.747
H18 -19.770 -11.306 -0.596
H19 -18.411 -9.882 2.307
H20 -15.148 -8.585 3.238
H21 -16.017 -9.911 3.681
H22 -16.792 -8.300 3.554
H23 -14.633 -8.595 0.860
H24 -15.331 -9.438 -2.718
H25 -14.019 -9.102 -1.490
H26 -15.081 -7.846 -1.982
H27 -17.632 -9.673 -2.035
C26 -9.576 -6.546 3.931
N6 -10.485 -7.413 3.193
C27 -10.233 -8.332 2.245
N7 -8.976 -8.494 1.822
S1 -11.580 -9.249 1.593
H28 -10.147 -6.178 4.799
H29 -9.248 -5.769 3.284
H30 -8.749 -7.017 4.381
H31 -11.423 -7.412 3.463
H32 -8.286 -7.885 2.209
H33 -8.753 -8.974 0.940

Cartesian forces (eV/Å) of the 6 atoms listed first:
Mn -0.026 0.320 0.537
C -0.566 1.333 -0.399
N 0.052 -0.032 0.057
C 0.324 -1.052 0.269
C -1.335 0.609 -0.658
N 1.174 -1.233 -0.175

Output
- total charge = +2
- maximum force (eV Å⁻¹) = 2.720
- spin multiplicity = 6
- relative energy (zero: lowest compared OMol25 entry of this formula, charge and spin) (kcal per mole) = 27.4
- Kohn-Sham gap (alpha / beta) (eV) = 8.33 / 7.41